[1]
Molecular formula: C3H5ClN2O2S
Method: DFT, ωB97M-V/def2-TZVPD

Calculated values
Calculated total energy   -1235.6193 hartree
Energy above the lowest of the compared OMol25 structures with the same formula, charge and spin   15.6 kcal per mole
Structure (SMILES)   O=S(=O)(Cl)N1C=NCC1
HOMO energy   -10.24 eV

XYZ file:
```
14
Properties=species:S:1:pos:R:3:nbo_charge:R:1
C 0.28038 -0.85013 -1.21920 0.304
C 1.88269 -0.06981 0.02876 -0.262
C 0.57572 0.55547 0.54142 -0.275
N 1.41966 -1.07625 -0.90225 -0.390
N -0.43864 0.28870 -0.40954 -0.751
O -2.71274 0.20834 -1.11290 -0.892
O -2.08437 1.37833 1.02924 -0.887
S -1.96097 0.34197 0.05849 2.305
Cl -2.23764 -1.40391 1.13495 -0.269
H -0.35540 -1.19269 -2.11167 0.229
H 2.60699 0.67592 -0.26307 0.227
H 2.37323 -0.57368 0.90994 0.217
H 0.29816 0.04727 1.50069 0.199
H 0.35290 1.67045 0.81515 0.245
```

---

[2]
Molecular formula: C2H4N2S3
Method: DFT, ωB97M-V/def2-TZVPD

Calculated values
Calculated total energy   -1382.5929 hartree
Energy above the lowest of the compared OMol25 structures with the same formula, charge and spin   49.7 kcal per mole
HOMO energy   -8.45 eV

XYZ file:
```
11
Properties=species:S:1:pos:R:3:nbo_charge:R:1
C -0.89735 -0.68447 2.11941 -0.131
C -0.70176 1.00234 0.16157 -0.372
N -0.53524 -1.25973 0.98505 -0.482
N 0.17147 -0.06527 -0.14007 -0.432
S -1.17825 -1.56316 3.47232 -0.115
S -1.10977 1.05627 1.96810 0.283
S 1.79190 0.15458 0.13971 0.253
H -0.26347 1.96490 -0.10576 0.241
H -1.64555 0.83520 -0.35750 0.225
H -0.09503 -2.16635 0.96993 0.414
H 2.18002 -0.55400 -0.93430 0.115
```

---

- Which value of calculated total energy does entry 2 give?
  -1382.5929 hartree

---

- Among the records above, which one has the highest calculated total energy?
  C3H5ClN2O2S

---

- What is the formula in the second record?
  C2H4N2S3

---

- Which formula does entry 1 have?
  C3H5ClN2O2S